[1]
Density functional theory data (wB97M-V/def2-TZVPD) for a molecular structure, C4H4O3 at a distorted geometry.

```
11
Properties=species:S:1:pos:R:3:forces:R:3:mulliken_charge:R:1
O -0.918 0.673 -1.996 -0.007 -0.633 0.772 -0.576
C -0.501 0.011 -1.091 -1.129 -0.570 -1.013 0.685
O 0.575 -0.840 -1.141 0.328 -0.282 -0.556 -0.311
C 0.547 -1.246 0.237 0.200 0.087 0.050 -0.428
C -0.661 -0.360 0.432 0.951 0.881 -0.849 0.305
C -0.184 1.187 0.465 0.342 0.710 1.111 -0.406
O -0.788 0.504 1.516 -0.774 -0.006 0.049 -0.340
H 1.444 -0.930 0.778 -0.028 -0.028 -0.117 0.222
H 0.426 -2.335 0.303 -0.249 0.383 0.112 0.263
H -0.827 1.976 0.064 0.296 -0.426 -0.102 0.290
H 0.885 1.361 0.435 0.068 -0.117 0.543 0.295
```
Forces are in eV/Å.

**Total energy**: -380.3884 a.u.
**HOMO level**: -9.778 eV
**Multiplicity**: 1
**Energy relative to the best compared isomer or geometry (same formula, charge and spin)**: 4.3167 eV
**Frontier orbital gap**: 10.63 eV

=====

[2]
Density functional theory data (wB97M-V/def2-TZVPD) for C4H7FS2 in the gas phase at a distorted geometry.

```
14
Properties=species:S:1:pos:R:3:forces:R:3:mulliken_charge:R:1
C -1.055 0.148 -1.130 -1.818 -1.312 -0.770 -1.065
C -0.072 -0.307 0.064 0.837 4.431 -3.508 1.221
C -0.516 0.349 1.322 -1.139 -0.024 3.976 -1.396
F -0.042 -1.605 -0.118 -0.164 -3.191 1.184 -0.338
C 1.406 0.244 -0.193 0.339 0.376 1.200 -0.126
S 1.642 1.863 -0.201 0.233 -0.913 -0.433 -0.201
S 2.805 -0.925 -0.008 -3.699 -1.276 -1.887 -0.186
H -1.612 1.162 -1.128 1.042 -1.698 0.790 0.294
H -0.549 0.183 -2.190 -0.852 -0.777 2.112 0.288
H -1.914 -0.821 -0.984 2.306 3.165 -1.073 0.270
H -1.474 -0.050 1.817 1.193 0.157 -1.168 0.331
H 0.221 0.383 2.212 -0.746 -0.426 -1.640 0.330
H -0.728 1.410 1.121 0.178 -0.548 -0.159 0.377
H 1.889 -2.034 -0.583 2.291 2.036 1.376 0.202
```
Forces are in eV/Å.

**Total energy**: -1052.7546 a.u.
**HOMO level**: -8.821 eV
**Multiplicity**: 1
**Energy relative to the best compared isomer or geometry (same formula, charge and spin)**: 2.0860 eV
**SMILES**: CC(C)(F)C(=S)S
**Frontier orbital gap**: 8.39 eV

=====

[3]
Density functional theory data (wB97M-V/def2-TZVPD) for C7H8O in the gas phase at a distorted geometry.

```
16
Properties=species:S:1:pos:R:3:forces:R:3:mulliken_charge:R:1
C 0.964 -1.685 1.966 -0.601 3.094 -2.931 -1.230
C 0.305 -0.999 1.024 -0.725 -0.132 0.482 0.640
C 0.817 0.195 0.204 -1.767 1.186 4.020 -0.541
C -0.377 0.633 -0.677 0.677 -0.841 0.062 0.665
C -0.215 1.121 -2.076 -0.097 0.868 1.326 -0.779
C -0.739 1.985 -1.266 -0.282 -1.157 0.630 -0.498
C -1.434 -0.426 -0.348 -2.700 0.760 0.792 -0.473
O -0.992 -1.319 0.688 0.625 1.164 -0.077 -0.396
H 0.613 -2.499 2.413 -1.617 -3.166 1.789 0.407
H 1.856 -1.279 2.266 2.238 0.607 0.623 0.285
H 1.284 0.863 1.031 -0.946 -0.354 -1.784 0.286
H 1.586 -0.237 -0.291 2.556 -0.717 -2.217 0.319
H 0.236 0.983 -3.005 0.303 -0.477 -1.330 0.409
H -1.321 2.860 -1.054 0.281 0.315 -0.041 0.395
H -2.459 0.126 -0.094 2.015 -1.156 0.111 0.218
H -1.725 -1.135 -1.089 0.039 0.007 -1.454 0.292
```
Forces are in eV/Å.

**Total energy**: -346.6061 a.u.
**HOMO level**: -8.295 eV
**Multiplicity**: 1
**Energy relative to the best compared isomer or geometry (same formula, charge and spin)**: 4.6094 eV
**SMILES**: C=C1CC2(C=C2)CO1
**Frontier orbital gap**: 9.25 eV

=====

[4]
Density functional theory data (wB97M-V/def2-TZVPD) for a gas-phase ion, C5H15N2O (charge +1) at a distorted geometry.

```
23
Properties=species:S:1:pos:R:3:forces:R:3:mulliken_charge:R:1
C 0.468 0.909 2.085 0.127 0.680 -0.580 -1.081
N -0.053 -0.210 1.301 -0.230 -0.118 0.248 0.129
C -0.908 -1.110 2.079 -0.325 0.200 -0.524 -1.108
C -0.689 0.199 0.072 1.099 -0.164 0.187 -1.382
C 0.423 0.485 -0.947 -0.445 0.027 -0.048 0.381
N -0.198 1.076 -2.211 -0.386 0.282 -0.022 -0.256
C 1.181 -0.747 -1.394 0.193 -0.054 -0.279 -0.752
O 0.338 -1.521 -2.241 -0.039 -0.201 0.300 -0.583
H 0.178 0.836 3.121 0.078 -0.159 0.327 0.398
H 1.555 0.981 2.005 0.024 -0.125 0.198 0.269
H 0.086 1.890 1.740 -0.093 -0.331 0.014 0.338
H -1.035 -2.049 1.543 0.172 -0.163 0.025 0.326
H -0.433 -1.303 3.032 -0.094 -0.104 0.169 0.427
H -1.930 -0.712 2.207 0.248 0.085 0.321 0.377
H -1.274 -0.642 -0.284 -0.486 0.118 -0.180 0.487
H -1.267 1.119 0.230 -0.461 -0.074 -0.231 0.451
H 1.082 1.225 -0.523 0.318 0.293 -0.006 0.345
H 0.209 1.966 -2.508 0.289 -0.297 -0.066 0.372
H -0.146 0.364 -2.954 0.005 0.125 0.046 0.380
H -1.191 1.285 -2.077 0.008 -0.170 0.110 0.344
H 2.065 -0.475 -1.974 -0.051 0.106 -0.105 0.385
H 1.548 -1.268 -0.522 -0.141 -0.265 0.292 0.404
H -0.009 -2.299 -1.777 0.189 0.309 -0.197 0.348
```
Forces are in eV/Å.

**Total energy**: -383.9900 a.u.
**HOMO level**: -12.373 eV
**Multiplicity**: 1
**Energy relative to the best compared isomer or geometry (same formula, charge and spin)**: 1.6621 eV
**Net charge**: +1
**SMILES**: CN(C)C[C@H]([NH3+])CO
**Frontier orbital gap**: 8.99 eV

=====

[5]
Density functional theory data (wB97M-V/def2-TZVPD) for 12 unconnected molecules or ions with the total composition C48H72O36 at a distorted geometry.

```
156
Properties=species:S:1:pos:R:3:forces:R:3:mulliken_charge:R:1
C -0.806 -5.050 -0.905 1.704 -0.379 0.813 -1.001
C 0.451 -5.032 -1.764 -0.302 -1.986 1.924 0.472
C 0.447 -6.096 -2.824 -0.286 -2.924 1.192 -0.574
O 0.702 -5.428 -3.980 0.430 -0.487 -1.817 -0.370
C 0.593 -4.149 -3.760 -0.115 2.531 -2.369 0.298
O 0.617 -3.341 -4.645 0.422 0.167 0.872 -0.520
O 0.451 -3.877 -2.458 -0.018 3.083 -1.855 0.368
H -1.695 -5.018 -1.536 0.044 0.050 0.240 0.525
H -0.716 -4.212 -0.214 -0.551 0.179 -0.114 -0.597
H -0.723 -5.942 -0.284 -0.577 -0.199 -0.053 0.636
H 1.433 -5.057 -1.292 -0.303 -0.340 1.120 0.118
H -0.491 -6.645 -2.902 -0.340 0.207 0.023 0.316
H 1.198 -6.875 -2.695 0.176 0.126 0.238 0.369
C -0.769 -1.096 0.083 1.109 0.476 -1.486 -0.947
C -0.030 -0.383 -1.121 -2.255 -0.179 1.843 0.851
C -0.498 1.100 -1.272 -0.525 -1.989 -1.021 -0.184
O 0.705 1.857 -1.210 1.303 -0.620 0.265 -0.400
C 1.761 1.034 -0.968 0.244 -0.510 0.600 -0.155
O 2.927 1.384 -0.880 -2.117 -0.907 -0.318 -0.484
O 1.314 -0.295 -0.776 2.699 2.555 -0.223 0.404
H -1.796 -1.350 -0.181 0.058 -0.131 0.080 0.684
H -0.737 -0.450 0.961 -0.134 0.129 -0.112 -0.075
H -0.154 -1.972 0.289 -0.344 -0.315 0.093 0.026
H -0.079 -0.958 -2.045 -0.308 0.025 0.026 -0.046
H -1.244 1.384 -0.529 0.404 0.274 0.045 0.303
H -0.930 1.098 -2.272 -0.078 0.998 0.044 0.265
C -5.237 -5.843 3.545 0.768 1.492 -0.939 -1.317
C -5.403 -5.665 1.985 -1.439 -2.000 1.685 0.377
C -6.548 -4.773 1.534 -0.327 0.208 0.354 -0.466
O -5.946 -3.949 0.545 0.409 0.686 -0.338 -0.366
C -4.608 -4.047 0.618 1.496 1.476 -2.312 0.401
O -3.805 -3.339 -0.006 -2.245 -2.102 2.056 -0.365
O -4.286 -5.111 1.370 1.781 0.764 0.140 -0.174
H -6.151 -6.003 4.118 -0.076 -0.316 -0.450 0.377
H -4.845 -4.885 3.888 -0.179 0.383 0.139 0.334
H -4.438 -6.513 3.862 -0.336 -0.544 -0.439 0.343
H -5.583 -6.643 1.539 0.301 -0.172 -0.006 0.280
H -6.933 -4.116 2.313 -0.071 -0.102 0.108 0.286
H -7.356 -5.353 1.089 0.022 0.219 0.010 0.305
C 6.152 1.333 0.348 -1.336 -0.445 -0.776 -0.665
C 6.902 1.446 -0.971 -0.417 0.683 1.432 0.692
C 7.341 2.911 -1.325 -0.824 -1.484 1.196 -0.134
O 8.677 2.747 -1.685 1.127 -1.570 -1.036 -0.355
C 9.074 1.435 -1.455 3.170 -0.512 0.195 0.464
O 10.196 1.004 -1.675 -2.943 1.292 0.271 -0.548
O 8.108 0.719 -0.818 0.908 0.923 -1.055 -0.380
H 5.239 1.927 0.313 0.217 0.569 0.062 -0.172
H 6.726 1.538 1.252 0.121 0.102 -0.309 0.537
H 5.698 0.344 0.408 0.426 -0.428 0.324 -0.035
H 6.393 0.962 -1.804 -0.446 0.278 -0.087 0.012
H 7.373 3.546 -0.439 -0.612 0.110 -0.001 0.256
H 6.659 3.271 -2.095 0.529 0.403 -0.202 0.320
C -2.410 4.405 -0.330 -0.074 -0.928 0.522 -1.404
C -2.758 5.851 -0.450 -0.034 -1.330 -0.132 0.368
C -1.754 6.623 -1.266 0.148 0.581 0.997 -0.360
O -2.580 7.355 -2.134 0.329 1.698 -0.821 -0.396
C -3.833 6.921 -2.123 -1.596 -0.204 -2.587 0.619
O -4.716 7.308 -2.884 1.920 -0.905 2.270 -0.575
O -3.889 5.849 -1.308 -1.540 0.680 -0.184 -0.287
H -1.592 4.195 0.360 0.095 0.098 -0.144 0.194
H -2.211 4.009 -1.325 0.302 0.011 -0.003 0.372
H -3.274 3.840 0.020 -0.033 0.030 0.213 0.433
H -3.076 6.303 0.490 0.344 0.184 0.064 0.363
H -1.071 5.995 -1.837 -0.039 0.004 0.026 0.261
H -1.226 7.322 -0.617 0.322 0.004 -0.298 0.303
C 2.258 -0.036 5.078 -0.162 0.529 0.803 -1.217
C 2.385 -1.168 4.102 -1.407 0.463 -1.427 1.138
C 2.056 -0.770 2.634 -0.689 0.201 -0.691 0.831
O 3.163 -1.268 1.838 -1.079 -0.029 0.617 0.499
C 4.075 -1.737 2.696 1.092 0.861 0.946 -0.081
O 5.159 -2.096 2.392 0.463 -0.694 -0.674 -0.568
O 3.708 -1.574 3.991 1.144 -0.619 -0.476 -0.465
H 3.050 -0.151 5.818 -0.084 0.077 0.113 0.389
H 1.302 0.009 5.600 -0.083 -0.465 0.001 0.348
H 2.338 0.963 4.648 0.408 -0.164 -0.373 0.076
H 1.802 -2.052 4.361 -0.179 0.096 0.273 0.066
H 1.958 0.301 2.457 0.476 0.218 0.309 0.053
H 1.129 -1.164 2.217 0.112 -0.494 0.281 -1.109
C 0.580 3.325 5.977 -2.279 -0.630 -0.202 -1.296
C -0.671 3.242 5.033 2.071 0.310 0.568 0.320
C -0.757 4.419 4.113 0.684 0.817 0.468 -0.481
O -1.158 3.865 2.882 -0.497 0.373 -0.881 -0.195
C -0.963 2.540 2.886 -0.794 -0.474 0.844 0.615
O -1.269 1.806 1.995 0.680 0.173 -0.009 -0.488
O -0.499 2.149 4.103 -0.393 -0.042 -0.235 -0.273
H 0.389 4.167 6.643 0.402 0.168 -0.042 0.471
H 1.531 3.376 5.447 -0.199 0.025 0.026 0.224
H 0.472 2.432 6.593 0.661 -0.033 0.114 0.338
H -1.595 3.167 5.606 0.022 -0.602 -0.019 0.340
H 0.218 4.888 3.983 0.093 0.012 -0.062 0.123
H -1.419 5.187 4.513 -0.353 -0.122 -0.515 0.369
C 3.475 -1.485 -3.409 -0.161 1.000 -1.558 -1.665
C 4.377 -1.633 -2.187 -1.043 -2.019 0.737 1.637
C 3.895 -2.817 -1.290 0.429 2.649 -1.838 1.126
O 5.032 -3.573 -1.164 -0.193 -0.715 0.955 -0.273
C 6.035 -3.078 -1.889 2.143 -2.805 0.297 0.494
O 7.047 -3.685 -2.075 -0.729 0.976 -0.228 -0.400
O 5.718 -1.903 -2.417 -0.596 1.809 -0.376 -0.205
H 3.119 -2.415 -3.851 0.094 -0.166 0.303 0.474
H 4.004 -0.942 -4.192 0.212 0.047 0.065 0.458
H 2.627 -0.844 -3.164 -0.061 -0.298 0.223 0.203
H 4.248 -0.668 -1.697 0.412 0.975 0.478 -0.513
H 3.121 -3.242 -1.929 -0.434 -0.821 0.720 -0.333
H 3.541 -2.416 -0.340 -0.308 -0.386 0.602 -0.238
C -6.880 4.569 -1.842 -0.703 2.196 0.763 -0.995
C -6.538 3.468 -2.725 0.362 -0.044 -2.038 0.344
C -5.715 3.922 -3.985 0.204 1.057 1.763 -0.265
O -4.567 3.091 -3.897 0.438 -1.195 -0.423 -0.366
C -4.547 2.384 -2.745 1.586 -0.712 -0.105 0.765
O -3.635 1.625 -2.439 -1.620 1.308 -0.456 -0.534
O -5.608 2.666 -1.995 0.097 -1.065 -0.199 -0.298
H -5.948 5.053 -1.551 -0.128 -0.152 0.278 0.050
H -7.476 4.339 -0.958 0.153 -0.407 -0.057 0.354
H -7.417 5.369 -2.351 -0.204 -0.115 -0.290 0.378
H -7.358 2.892 -3.154 -0.186 -0.449 0.792 0.291
H -5.324 4.928 -3.830 -0.290 0.255 -0.059 0.044
H -6.248 3.925 -4.936 0.219 -0.706 0.056 0.349
C 3.643 4.832 0.034 -0.722 -0.449 -0.343 -1.156
C 3.699 4.783 1.548 -1.600 -0.321 -0.395 0.774
C 2.588 3.999 2.219 -3.951 2.986 0.184 0.071
O 3.093 3.193 3.226 -0.616 -1.334 0.604 -0.096
C 4.368 3.082 3.016 4.353 -1.616 0.420 0.500
O 5.173 2.346 3.604 -2.691 2.521 -2.002 -0.596
O 4.675 3.927 1.967 4.518 -1.702 0.986 -0.336
H 2.985 5.616 -0.341 0.379 0.552 0.267 0.439
H 3.141 3.960 -0.384 0.447 -0.506 0.141 0.074
H 4.649 4.913 -0.378 -0.120 0.186 -0.024 0.285
H 3.825 5.808 1.896 0.200 -0.093 0.578 0.252
H 1.927 3.516 1.499 0.275 -0.671 0.073 0.044
H 1.966 4.655 2.828 -0.513 0.415 -0.611 -0.299
C -2.820 -1.637 -3.174 -0.127 -0.846 -1.191 -0.751
C -3.150 -1.956 -4.659 -0.316 1.393 1.452 0.345
C -3.599 -0.745 -5.457 -1.292 -0.596 0.615 -0.175
O -2.683 -0.692 -6.502 -0.069 1.792 -1.548 -0.367
C -1.766 -1.631 -6.458 2.658 -0.864 0.182 0.553
O -0.833 -1.769 -7.231 -2.400 0.087 1.737 -0.549
O -1.951 -2.342 -5.280 0.446 -0.699 -1.435 -0.226
H -1.963 -0.969 -3.098 -0.058 0.049 -0.302 -0.012
H -2.524 -2.619 -2.805 -0.120 0.202 0.804 0.045
H -3.654 -1.174 -2.645 -0.039 -0.355 0.068 0.471
H -3.973 -2.664 -4.757 0.539 -0.759 0.250 0.303
H -3.694 0.127 -4.810 0.640 0.467 -0.472 -0.032
H -4.586 -0.944 -5.876 -0.042 0.207 -0.141 0.308
C -1.574 -3.029 2.787 0.989 -1.223 0.809 -0.586
C -0.557 -4.126 3.353 -2.174 3.273 -0.667 0.029
C -0.938 -5.514 2.943 -0.684 0.249 1.136 -0.019
O 0.171 -5.884 2.165 -0.806 -3.070 -0.809 -0.385
C 1.106 -4.975 2.153 3.607 -0.840 -0.844 0.601
O 2.249 -5.096 1.754 -1.674 -0.158 -0.217 -0.639
O 0.673 -3.901 2.704 -0.016 2.863 1.345 -0.065
H -1.699 -3.186 1.716 -0.200 -0.123 0.066 -0.152
H -1.217 -2.009 2.932 0.095 -0.092 0.229 0.107
H -2.518 -3.162 3.316 -0.133 0.110 -0.166 0.454
H -0.430 -3.992 4.427 0.126 -0.090 -0.040 0.378
H -1.900 -5.561 2.432 0.328 -0.026 -0.595 0.033
H -1.065 -6.078 3.867 0.454 -0.762 -0.300 0.281
```
Forces are in eV/Å.

**Total energy**: -4580.5740 a.u.
**HOMO level (spin up / spin down)**: -12.211 / -12.211 eV
**Multiplicity**: 2
**Energy relative to the best compared isomer or geometry (same formula, charge and spin)**: 0.0000 eV
**Net charge**: +1
**Frontier orbital gap (spin up / spin down)**: 10.48 / 2.91 eV

=====

[6]
Density functional theory data (wB97M-V/def2-TZVPD) for a molecular structure, C6H16B3Br2CaCl2KMgO7PS at a distorted geometry.

```
41
Properties=species:S:1:pos:R:3:forces:R:3:mulliken_charge:R:1
C -3.743 -1.794 -1.976 -0.905 -0.328 0.209 -1.356
C -2.598 -2.751 -1.690 0.474 0.255 -1.423 0.330
Br -2.268 -2.605 0.282 0.498 -0.267 0.150 -0.221
C -1.290 -2.442 -2.504 0.306 0.988 1.120 -0.535
B -1.150 -0.852 -2.714 -0.212 -1.621 -0.208 0.422
O -1.007 -0.290 -3.972 -0.875 0.848 1.384 -0.390
B -1.412 1.045 -3.823 1.175 0.054 -1.001 0.424
O -0.593 1.837 -2.961 -0.915 -0.772 0.227 -0.138
B -0.725 1.255 -1.734 -0.395 -0.423 0.843 0.283
P -0.281 2.191 -0.098 -1.287 1.391 -0.801 0.480
S -1.487 3.686 0.189 -0.248 -0.189 0.104 -0.219
O -1.230 -0.032 -1.568 0.676 0.334 -0.903 0.004
H -4.690 -2.228 -1.620 0.268 0.277 -0.004 0.377
H -3.653 -0.843 -1.431 -0.080 -0.210 -0.384 0.329
H -3.893 -1.636 -3.058 0.372 -0.045 0.296 0.366
H -2.867 -3.797 -1.865 -0.012 0.215 0.473 0.510
H -0.431 -2.759 -1.876 -0.172 -0.064 -0.381 -0.008
H -1.210 -3.000 -3.444 -0.398 0.089 0.225 0.283
H -2.378 1.466 -4.352 0.093 0.171 -0.044 -0.011
H 1.088 2.565 0.011 -0.525 -0.122 1.430 -0.426
H -0.526 1.292 0.959 1.156 -0.596 -0.973 -0.747
C 4.041 2.512 3.616 0.345 0.093 0.423 -0.731
O 3.043 1.687 3.002 1.040 -0.301 1.930 -0.166
C 3.453 0.569 2.494 0.545 0.543 -0.035 0.283
O 4.544 0.094 2.397 -0.265 -0.074 -0.649 -0.517
O 2.283 0.079 1.970 1.789 0.266 -3.277 0.640
C 2.395 -1.129 1.239 2.008 0.617 -1.192 -0.654
H 3.544 3.413 3.960 -0.198 -0.075 -0.126 0.261
H 4.481 1.999 4.469 0.015 -0.152 -0.122 0.302
H 4.805 2.787 2.891 0.003 -0.121 -0.027 0.306
H 2.729 -1.968 1.857 0.425 0.048 -0.070 0.663
H 3.078 -0.983 0.397 0.121 -0.143 0.050 0.487
H 1.403 -1.371 0.839 0.263 1.071 -0.425 -0.265
Cl 3.441 -0.925 5.081 -0.564 -0.061 -0.226 -0.498
Mg 0.637 -3.075 0.948 -0.926 -0.044 1.186 0.525
Br 0.891 -1.137 3.236 -5.349 -2.469 3.276 -0.633
Ca -1.361 0.559 2.538 0.225 -0.560 1.076 1.308
Cl 1.977 3.318 1.527 -0.523 1.180 -1.615 -0.504
O -5.788 0.248 -0.447 0.732 -0.263 0.127 -0.805
H -5.688 0.711 -1.288 -0.111 0.111 0.002 0.205
K 2.440 2.304 -1.480 1.433 0.349 -0.646 1.035
```
Forces are in eV/Å.

**Total energy**: -9124.7530 a.u.
**HOMO level**: -9.012 eV
**Multiplicity**: 1
**Net charge**: +1
**Frontier orbital gap**: 1.95 eV